# 1
ORCA calculation (the ωB97M-V functional and the def2-TZVPD basis) on a 9-piece molecular cluster, C44H62Br2NO18S3 overall in a non-equilibrium geometry.

```
130
Properties=species:S:1:pos:R:3:forces:R:3:lowdin_charge:R:1
H 3.79549 5.78928 -2.22956 -0.21 0.14 0.01 0.128
C -6.36203 1.90970 -6.43227 -0.46 -1.23 -0.28 -0.106
H 2.22503 0.04316 1.38931 0.24 -0.60 -0.30 0.091
C -1.05831 4.63680 -5.15893 1.22 -1.76 0.33 -0.374
O -2.54124 1.42098 1.64493 6.32 -3.35 0.02 0.194
H -0.77302 -0.79047 -5.01009 0.14 -0.66 0.21 0.052
O 2.92582 -0.41551 -3.20161 -2.00 1.31 -1.56 -0.330
H 1.82413 -2.97624 5.36074 0.26 0.25 -0.70 0.121
C -2.93505 3.54328 -4.02673 -0.26 -1.18 0.16 0.014
C -1.41677 -1.68887 1.23723 0.53 -0.81 -0.84 0.001
O -5.95635 -0.20749 -4.81569 0.53 -0.55 -2.22 -0.250
H -3.56170 -4.86869 3.14460 0.11 -0.53 0.04 0.079
C -5.41019 -5.39939 8.32699 -1.83 0.18 -0.73 -0.134
O -4.09823 0.98143 -5.91408 0.44 -1.17 -0.53 -0.316
C -0.84825 -5.00514 -0.95358 0.39 0.31 0.08 -0.699
H -0.71434 0.59398 -2.01807 0.00 1.54 0.21 0.098
O -3.19100 -6.65630 7.89418 -0.27 0.14 -0.73 -0.289
S -4.47141 -6.43761 7.26795 0.44 0.50 0.79 0.595
H -2.02096 2.93402 -0.49470 0.04 -0.17 -0.24 0.088
O 5.93569 5.71684 1.74782 0.08 0.34 -0.05 0.139
H -0.72487 -0.62131 -1.03197 -0.26 -0.16 0.90 0.050
O 2.73835 -0.63684 4.45221 0.35 -0.03 0.28 0.089
H 4.25805 0.52258 6.51965 -0.22 0.11 -0.76 0.120
C 0.48062 -0.51114 2.42706 -0.27 1.51 -0.90 -0.100
H 5.58490 -0.75146 -0.76680 -0.57 -0.12 0.35 0.124
H 1.14055 -0.13731 -7.31759 0.00 -0.57 0.04 0.121
O 1.65536 -0.62994 -5.37135 0.39 1.07 1.78 -0.297
C 5.52006 0.00245 1.40205 -0.76 -1.72 1.06 -0.333
C 3.47819 1.21490 -5.16553 0.04 -0.07 1.68 -0.094
S -5.38974 0.41941 -6.23923 0.15 1.66 1.42 0.653
H 6.34467 0.82886 3.38347 -1.01 -0.73 0.08 0.115
H -2.39440 -1.76418 0.76206 -0.13 0.61 0.21 0.109
H -1.53881 -0.37748 -6.40817 0.24 0.03 -0.81 0.064
C 3.82354 -0.89734 7.86639 0.46 0.42 1.64 -0.001
C -1.64238 3.49375 -4.38973 -1.33 0.63 0.54 0.046
H -1.31538 -2.59394 1.83785 -0.17 0.32 0.60 0.095
C 4.02042 5.26863 -1.30820 0.74 1.12 -0.62 -0.005
C 7.59634 1.33659 1.93090 -1.47 -0.03 -1.02 0.035
H -7.36369 1.59593 -6.13939 -0.27 0.42 -0.54 0.078
C -1.80893 -0.69660 3.47244 -0.04 2.02 1.33 -0.024
C -3.92014 4.55845 -4.47101 1.13 -0.19 1.00 -0.396
H 2.07171 -3.78965 7.37965 -0.03 -0.01 0.55 0.126
H -3.37328 2.77637 -3.40365 0.11 -0.16 -0.04 0.083
H -2.88482 -0.55135 3.56652 -0.07 -0.16 -0.78 0.093
C -1.13174 0.38936 -1.03022 -1.34 -1.64 -0.64 -0.008
C 3.00703 -1.13168 5.53207 0.44 2.03 0.50 -0.368
H -6.42333 -5.38042 7.91882 -0.09 -0.43 -0.18 0.070
C 6.47279 0.69943 2.31713 1.13 1.26 0.53 0.004
H -3.73838 0.91387 -3.29454 -0.26 0.50 -0.24 0.028
H 4.92218 3.28274 1.91695 0.04 0.09 0.17 0.112
H 4.29270 -0.31713 8.65020 0.21 0.09 -0.04 0.129
H 0.83319 -3.81168 -0.32128 0.01 0.33 -0.26 0.037
C 2.47037 -2.36584 5.97731 -1.24 -2.28 0.93 -0.005
H -0.30888 3.17642 -0.91271 0.04 -0.90 -0.54 0.102
H 1.05371 1.82227 1.03930 0.06 0.42 -0.09 0.120
C 3.68673 3.41179 0.22563 0.71 -0.80 -0.05 0.023
C -0.99412 2.74178 -0.18387 -0.75 0.92 0.49 -0.007
C -0.73382 1.27100 0.11923 2.35 0.46 -0.24 -0.428
H -3.85953 6.50634 -5.40821 -0.29 0.15 0.39 0.128
H 4.13040 1.62807 -4.39412 -0.32 0.71 0.02 0.060
H -1.23431 -5.52009 -1.83152 0.28 -0.48 0.26 0.053
H 0.85290 -1.30683 3.07474 -0.58 -1.25 -1.08 0.117
O -5.11776 4.51031 -4.29526 -0.02 -0.44 -0.12 0.113
O 3.34071 -2.56963 9.47502 -0.14 0.17 -0.74 0.142
C 3.75661 -0.42813 6.63915 0.31 0.54 -0.95 0.033
C -3.12697 -5.70444 5.17323 -0.39 -0.52 0.04 -0.238
H -0.62226 -1.92887 -6.41824 0.15 0.11 0.09 0.081
H 0.81654 0.18463 3.20167 -0.65 1.24 -0.46 0.111
C 2.54977 -2.83110 7.22934 -0.39 -1.08 -0.39 0.040
Br -0.84872 -6.17593 0.65634 0.07 0.49 -0.81 0.588
H -2.22060 0.34159 -1.07735 -0.04 -0.14 -0.37 0.087
C -2.90839 -4.75876 4.00931 -0.64 1.14 0.61 -0.082
O 1.13484 1.34250 -3.72742 1.24 -1.74 -0.75 -0.324
Br 0.20527 -3.15074 -2.73571 0.55 -0.37 0.63 0.665
C 5.22800 5.22184 0.91428 -0.55 -0.34 -1.37 -0.367
C -1.07828 -0.46167 2.13695 0.75 -2.18 2.01 -0.389
C 0.53945 -4.37638 -1.20525 -1.22 -0.17 0.40 -0.625
H 3.09628 1.96782 -5.85078 0.05 -0.23 -0.03 0.077
O -5.64726 -0.49229 -7.33113 0.37 0.73 1.91 -0.254
H 1.33787 -5.09196 -1.39092 -0.22 0.06 -0.53 0.066
H -4.12026 -0.54420 -2.73823 -0.77 -0.48 0.38 0.078
H -0.81710 3.46477 0.61526 -0.08 -0.59 0.73 0.099
H 1.35628 1.24115 -0.55031 -0.42 -0.27 -0.33 0.126
N -1.39278 0.81562 1.45058 -7.28 2.40 -1.51 0.124
H -1.85483 -4.78199 3.73200 -0.08 -0.27 -0.21 0.062
H 1.22546 -1.09203 0.42791 0.20 -0.07 0.11 0.106
H -1.41346 0.04168 4.17616 -0.05 0.44 -0.05 0.092
H -1.56167 -1.58597 4.05125 0.25 -0.56 -1.05 0.091
H -4.54570 0.89091 -1.77373 -0.86 -0.04 -0.01 0.074
H -3.10676 -3.73815 4.34543 0.12 0.14 0.17 0.065
H -1.04164 2.66939 -4.03205 0.43 0.12 -0.26 0.098
H 0.54686 0.96618 -6.14956 -0.17 -0.01 0.29 0.100
C -5.87763 0.50922 -3.60735 -0.15 0.14 2.41 -0.264
O -4.29751 -5.39987 6.02169 0.31 -0.47 -0.10 -0.270
C 3.24902 -2.15751 8.33640 -0.07 -0.21 -0.24 -0.378
H 8.19333 1.90835 2.62658 0.20 -0.11 -0.03 0.124
C -0.63189 -0.89241 -6.08810 0.56 1.38 0.44 -0.038
H 4.14289 0.44032 -5.54508 -0.69 -0.21 -0.60 0.075
H -6.24054 1.53680 -3.66160 0.18 0.10 -0.49 0.116
H 7.55947 0.50469 -1.33482 -0.24 -0.54 -0.27 0.133
C 3.37006 4.01345 -1.10099 0.25 -1.61 0.51 -0.395
H -3.31924 -6.70214 4.77875 0.45 -0.17 0.19 0.124
C -3.24716 5.70127 -5.02295 0.48 2.03 -1.97 0.016
C 6.02516 -0.12365 -0.00515 -0.11 0.02 0.38 0.044
H -6.61207 -0.01525 -2.99417 -0.22 0.09 -0.08 0.123
C 0.74403 1.04881 0.33040 1.28 0.22 2.43 -0.125
C -4.57476 0.44840 -2.76861 1.62 -0.31 -1.75 -0.081
H -6.03422 2.76927 -5.85212 0.30 -0.37 0.12 0.047
H 4.93525 6.88912 -0.61581 1.31 0.10 0.18 0.123
C 4.59942 3.89100 1.08302 -0.61 -0.40 -0.11 0.024
H -1.56547 6.62663 -5.88761 0.12 0.09 0.12 0.128
H -5.20887 -4.33016 8.30971 1.03 -0.30 0.51 0.077
H -1.57534 -4.21772 -0.76071 0.13 -0.03 0.27 0.022
O 4.50589 -0.56571 1.85012 1.84 1.41 -1.27 0.061
C 0.70209 -0.10011 -6.32065 -1.37 -0.22 0.01 -0.240
H -5.51522 -5.93651 9.26794 0.49 0.42 0.19 0.083
H 3.38707 2.37456 0.30378 -0.36 -0.02 0.29 0.099
O 2.72788 3.40003 -1.93772 0.00 0.44 0.44 0.098
C -1.94478 5.77853 -5.33521 -0.68 0.16 -0.33 0.034
S 2.17488 0.40643 -4.17031 1.51 -0.85 -0.56 0.659
H -0.66712 -1.89234 0.47381 -0.11 0.48 -0.13 0.050
C 4.88069 5.82197 -0.44358 -1.35 0.86 0.68 0.057
C 1.21199 -0.22917 1.09312 0.28 0.18 0.17 -0.129
O 8.82802 2.07561 0.06968 -0.35 0.12 -0.60 0.132
H -6.20887 2.05810 -7.50087 -0.58 0.38 -0.01 0.075
O 0.07835 4.53913 -5.59791 -0.78 0.62 0.10 0.108
H -2.26516 -5.65785 5.83716 0.01 -0.33 -0.10 0.111
O -5.27612 -7.57807 6.94327 0.35 0.51 -0.49 -0.266
C 7.89223 1.41274 0.46187 1.70 0.34 3.12 -0.409
C 7.14320 0.50531 -0.33488 -0.38 0.14 -2.40 -0.007
```
Forces are in eV/Å.

As for the HOMO energy: -0.4452 Ha. As for the net charge: +1. The value obtained for the total energy is -9464.7764 Ha.

# 2
ORCA calculation (the ωB97M-V functional and the def2-TZVPD basis) on one molecule with the formula C6H9NO in a non-equilibrium geometry.

```
17
Properties=species:S:1:pos:R:3:forces:R:3:lowdin_charge:R:1
N -0.13933 -0.55218 -1.95241 -0.50 -0.29 -1.19 0.161
H -1.47282 -1.97638 0.60765 0.70 1.03 0.35 0.113
H -0.84120 0.16610 -1.72026 0.71 -0.85 -1.04 0.108
C -0.03368 -0.29746 0.32960 -1.06 0.76 1.24 -0.352
C -0.95355 -1.14259 1.18401 0.93 -2.72 -2.30 -0.013
C 0.56311 0.84831 1.12419 1.39 -1.06 1.73 -0.125
H 0.06316 -0.90259 -2.90551 -0.37 0.46 1.19 0.136
C 1.04709 1.62632 -0.06872 0.22 -2.20 -0.42 -0.034
O 1.41905 -1.81705 -0.87549 0.69 -1.08 0.05 0.086
C 0.51951 -1.02546 -0.86465 0.05 1.47 -0.24 -0.554
H 0.63526 0.85516 2.28323 -0.19 0.43 -2.42 0.179
C -0.38159 1.15346 0.07640 0.62 -0.51 0.21 -0.177
H -1.71859 -0.58595 1.57526 -1.68 1.47 1.50 0.050
H 1.24743 2.66184 0.00193 0.27 0.83 0.09 0.090
H -0.33533 -1.66815 1.89824 -0.13 0.02 0.58 0.088
H -1.27439 1.69160 0.06546 -1.27 0.70 0.07 0.122
H 1.65584 0.96503 -0.75893 -0.39 1.54 0.59 0.122
```
Forces are in eV/Å.

Its SMILES is C[C@@]1(C(N)=O)[C@@H]2C[C@@H]21. As for the HOMO energy: -0.3388 Ha. The relative energy (zero: lowest compared OMol25 entry of this formula, charge and spin) is 245.1 kJ/mol. As for the net charge: 0. The value obtained for the total energy is -363.9309 Ha.

# 3
ORCA calculation (the ωB97M-V functional and the def2-TZVPD basis) on an isolated ion of composition C2H4N3 and charge +1 in a non-equilibrium geometry.

```
9
Properties=species:S:1:pos:R:3:forces:R:3:lowdin_charge:R:1
H -0.78679 1.51421 0.01720 -1.93 0.46 0.72 0.116
H 0.21898 1.28437 -1.42313 -0.08 1.22 -2.10 0.102
H 0.91010 1.58358 0.16284 -0.46 -0.42 -0.38 0.182
H -0.64365 -0.89123 1.90510 0.07 -0.10 -1.83 0.201
C 0.06211 1.10389 -0.41573 2.69 0.83 -0.08 0.059
C 0.29240 -0.25549 -0.28375 -0.33 -3.61 3.24 -0.152
N -0.09966 -1.02449 1.00009 0.52 -0.18 -0.88 0.132
N 0.43842 -1.43349 -0.95495 -0.77 1.63 0.05 0.176
N -0.39191 -1.88135 -0.00766 0.29 0.17 1.26 0.185
```
Forces are in eV/Å.

Its SMILES is C[C@]12N=[N+]1N2. As for the HOMO energy: -0.6175 Ha. The relative energy (zero: lowest compared OMol25 entry of this formula, charge and spin) is 539.1 kJ/mol. As for the net charge: +1. The value obtained for the total energy is -242.3941 Ha.

# 4
ORCA calculation (the ωB97M-V functional and the def2-TZVPD basis) on C36H34Cl2ErFNO2PS as an isolated structure in a non-equilibrium geometry.

```
79
Properties=species:S:1:pos:R:3:forces:R:3:mulliken_spin:R:1
H 4.52424 -1.96610 -2.00310 0.07 0.04 0.13 0.000
H -3.78988 2.30637 4.10852 0.02 0.05 0.03 0.000
C -3.41563 2.34181 1.26064 0.23 -0.11 0.00 -0.002
C 2.55727 -2.11033 -2.82410 0.25 -0.32 -0.31 0.000
C 3.53106 0.69560 -2.88175 0.07 -0.12 -0.07 0.000
C 4.47156 0.66072 3.19390 0.29 0.43 -0.05 0.001
C 2.80728 2.32324 -0.76238 -0.01 0.01 -0.10 0.000
H -2.50200 4.46418 2.92655 -0.02 0.01 0.04 0.000
C -3.91685 -1.45374 -1.09164 0.17 0.16 -0.06 0.000
H 0.30839 0.42736 4.90956 0.03 -0.21 -0.15 0.000
C -2.88379 1.71270 3.99046 0.12 -0.11 -0.18 0.000
H 1.10627 -4.23755 -6.14703 -0.08 -0.05 -0.06 0.000
C -3.07364 -1.25147 -0.01583 -0.37 -0.59 0.30 -0.003
H -0.36694 -2.50451 -3.17625 -0.18 -0.02 0.06 0.000
H 2.52550 2.92822 0.08592 -0.02 0.07 0.04 0.000
H -3.81733 -0.81629 -1.95560 -0.05 0.03 -0.15 0.000
Cl -1.82844 -0.03500 -0.16252 -0.65 -0.03 -0.94 -0.001
H -0.94569 3.93976 3.62406 0.05 0.01 0.07 0.000
H -5.51472 -2.62971 -1.87893 -0.09 -0.04 -0.11 0.000
C 0.34081 -2.22265 -3.95466 0.02 -0.03 -0.02 0.000
C 3.43913 -4.41610 -4.05981 -0.10 0.03 -0.06 0.000
H 4.05911 3.80217 -1.65735 0.05 0.10 0.04 0.000
H 3.46904 3.76015 4.12132 0.09 0.13 0.03 0.000
F 5.69430 2.68704 3.32381 -0.13 -0.09 -0.07 0.000
H -6.54696 1.23537 0.61467 -0.07 -0.04 0.03 0.000
C 2.27783 1.03229 -0.84499 0.06 -0.08 0.00 -0.001
C 1.69952 -2.79901 -3.68788 0.10 0.24 0.07 0.000
H -6.31770 2.84616 -1.23900 -0.05 -0.03 -0.09 0.000
C 2.13404 0.63174 3.86494 0.38 0.05 0.34 0.001
C 1.36310 0.61304 0.21930 1.24 0.37 -1.29 -0.017
O 1.03787 -0.61045 0.38676 0.88 -0.74 -0.77 -0.006
C -3.15530 -2.00507 1.16439 -0.06 0.16 -0.14 0.001
H 1.38722 -1.27640 -1.35709 0.23 0.07 -0.20 0.000
H 3.77289 -5.34008 -4.51113 0.04 -0.05 -0.07 0.000
S -2.21511 -1.67746 2.58269 0.29 0.06 0.18 -0.008
H 5.32048 -4.02428 -3.12179 0.10 -0.04 0.03 0.000
H -2.34983 3.75184 0.03608 0.07 0.05 -0.03 0.000
H -3.12813 0.64869 3.98708 -0.03 0.09 0.05 0.000
C 4.52069 2.01613 3.46967 -0.02 -0.05 0.04 -0.001
C -4.59681 1.61695 1.39818 0.15 0.08 0.09 0.000
H -1.05251 4.31301 1.90993 0.05 0.07 -0.06 0.000
H 3.81240 0.06746 -3.71411 -0.03 -0.05 -0.06 0.000
P -2.01181 2.12975 2.42314 -1.08 0.77 0.71 -0.001
Er -0.19599 0.00814 1.99579 -1.74 -1.73 3.29 3.059
H 3.25620 -1.08764 3.19349 -0.04 0.02 0.05 0.000
C -4.31046 3.38348 -0.72062 0.00 0.02 -0.10 0.000
H -2.20463 1.90222 4.82307 0.00 -0.01 -0.01 0.000
C 4.01840 1.97692 -2.78954 -0.06 -0.09 0.11 0.000
H 0.25265 -4.90753 -4.75749 -0.02 -0.05 -0.04 0.000
C -4.09971 -3.05224 1.15561 0.26 0.40 -0.25 0.001
H -4.19374 4.06094 -1.55403 0.02 0.08 -0.03 0.000
C -4.85831 -2.46674 -1.04075 0.11 0.01 0.09 0.000
H 1.35796 2.53782 4.47879 -0.04 0.04 0.06 0.000
C -3.27310 3.20677 0.17631 0.01 -0.04 0.16 0.000
C -4.93072 -3.28323 0.07831 -0.03 0.06 -0.11 0.000
H 5.36080 0.16095 2.83738 0.05 -0.04 0.01 0.000
C 2.23038 2.01209 4.11098 -0.07 -0.41 -0.20 -0.002
C 3.40739 2.70286 3.91705 0.29 0.05 -0.12 0.001
Cl -4.19802 -4.08596 2.52089 -0.19 -0.28 0.26 0.000
C 3.28822 -0.02147 3.39375 -0.43 0.11 -0.02 -0.001
C -1.59381 3.89074 2.75186 0.16 -0.28 -0.15 -0.001
H -5.62795 -4.10563 0.12340 -0.08 -0.03 -0.01 0.000
H 4.67489 2.34852 -3.56181 0.10 0.02 -0.06 0.000
H 0.40092 -1.13664 -3.96680 -0.07 0.06 0.03 0.000
H 1.66689 -5.74335 -5.41821 -0.02 0.01 0.00 0.000
C 4.30680 -3.68437 -3.26931 0.08 0.00 0.02 0.000
N 2.04527 -1.02048 -2.08851 -0.46 -0.32 0.39 0.000
C 0.87929 -0.09380 4.12374 -0.29 -0.27 0.27 -0.011
C -5.63164 1.79653 0.49580 -0.08 -0.04 -0.06 0.000
C 3.66461 2.80124 -1.72413 0.04 0.18 0.09 0.000
H -4.71904 0.91761 2.21281 0.02 -0.08 0.06 0.000
C 1.23812 -4.76621 -5.20103 0.02 0.08 0.01 0.000
H 1.08770 -1.11768 4.47249 -0.16 0.22 -0.09 -0.001
O 0.87040 1.48088 0.99853 0.76 1.84 -0.82 -0.010
H -0.05104 -2.55458 -4.91056 -0.08 -0.06 -0.06 0.000
C 2.14010 -3.97817 -4.29199 0.11 -0.10 0.06 0.000
C 3.86736 -2.53490 -2.64322 -0.06 0.04 0.00 0.000
C 2.63977 0.19034 -1.92083 -0.05 0.33 -0.02 -0.001
C -5.49684 2.68706 -0.55587 -0.05 -0.01 0.02 0.000
```
Forces are in eV/Å.

The spin multiplicity is 4. As for the HOMO energy (alpha / beta): -0.2618 / -0.2610 Ha. As for the net charge: 0. The value obtained for the total energy is -4372.4428 Ha.

What is the formula in the third record? C2H4N3

Number 3 is which compound? C2H4N3

What is the net charge in the first record? +1